No. 1
C38H49N3O3PTi as an isolated structure at a distorted geometry, computed with the ωB97M-V functional and the def2-TZVPD basis.

XYZ file:
```
95
Properties=species:S:1:pos:R:3:mulliken_charge:R:1
Ti -0.646 -0.387 0.131 -1.68
C 0.538 4.537 1.834 -1.18
N 0.084 3.629 0.777 0.53
C 0.010 4.194 -0.577 -1.13
C -0.102 2.337 0.955 0.95
O -0.340 1.594 -0.018 -0.15
C 0.076 1.737 2.339 -1.67
O -0.581 0.487 2.463 -0.34
C -1.988 0.611 2.844 -1.25
C -2.780 0.944 1.649 0.38
O -2.454 0.309 0.525 1.38
N -3.933 1.711 1.670 0.29
C -4.169 2.586 0.533 -1.09
C -4.454 2.186 2.931 -1.19
H 1.034 4.005 2.639 0.48
H 1.262 5.229 1.407 0.36
H -0.291 5.116 2.244 0.29
H -0.479 5.168 -0.528 0.42
H 1.012 4.322 -0.993 0.36
H -0.559 3.540 -1.225 0.28
H 1.131 1.532 2.490 0.27
H -0.264 2.425 3.105 0.83
H -2.211 -0.374 3.265 0.23
H -2.099 1.353 3.629 0.47
H -3.581 2.240 -0.310 0.23
H -5.222 2.591 0.252 0.32
H -3.875 3.619 0.766 0.33
H -4.410 1.404 3.689 0.37
H -3.911 3.068 3.306 0.34
H -5.498 2.474 2.808 0.34
C 1.581 1.252 -2.956 -1.68
C 3.008 1.169 -2.468 0.79
C 3.995 1.748 -3.269 -0.69
C 5.341 1.651 -2.955 -0.82
C 5.728 0.953 -1.820 -0.79
C 4.763 0.384 -1.002 -0.67
C 3.398 0.485 -1.297 0.63
P 2.182 -0.233 -0.111 2.12
C 3.208 -0.421 1.404 0.32
C 3.466 -1.685 1.934 -0.87
C 4.151 -1.834 3.134 -0.90
C 4.584 -0.711 3.823 -0.88
C 4.358 0.550 3.290 -0.90
C 3.687 0.719 2.080 1.21
C 3.604 2.118 1.498 -1.28
C 1.917 -1.927 -0.705 0.30
C 2.553 -2.427 -1.846 -0.82
C 2.224 -3.673 -2.346 -0.83
C 1.263 -4.436 -1.686 -0.81
C 0.642 -3.953 -0.551 -0.67
C 0.931 -2.681 -0.034 0.79
C 0.183 -2.104 1.123 -1.64
H 1.405 2.191 -3.485 0.63
H 0.860 1.172 -2.157 -0.08
H 1.390 0.443 -3.663 0.39
H 3.691 2.283 -4.164 0.47
H 6.085 2.108 -3.600 0.39
H 6.779 0.853 -1.566 0.45
H 5.082 -0.163 -0.121 0.60
H 3.124 -2.566 1.402 0.45
H 4.341 -2.827 3.528 0.47
H 5.109 -0.815 4.768 0.41
H 4.725 1.428 3.815 0.47
H 3.530 2.866 2.293 0.49
H 2.766 2.246 0.810 -0.11
H 4.504 2.343 0.920 0.39
H 3.316 -1.834 -2.339 0.46
H 2.716 -4.053 -3.236 0.44
H 1.002 -5.421 -2.062 0.43
H -0.094 -4.564 -0.040 0.42
H 0.852 -1.696 1.876 0.31
H -0.431 -2.851 1.607 0.65
C -5.804 -2.411 -0.151 -0.91
N -4.566 -1.577 -0.207 0.28
C -4.595 -0.701 -1.434 -0.80
C -3.297 -2.461 -0.030 -1.30
C -2.452 -2.520 -1.270 1.47
C -2.779 -3.498 -2.207 -0.52
C -2.133 -3.544 -3.434 -0.97
C -1.173 -2.582 -3.715 -0.54
C -0.843 -1.627 -2.758 -0.19
C -1.433 -1.561 -1.486 0.72
H -6.677 -1.769 -0.241 0.38
H -5.835 -2.952 0.791 0.38
H -5.779 -3.113 -0.981 0.35
H -4.557 -0.938 0.586 0.33
H -4.629 -1.336 -2.314 0.47
H -3.711 -0.092 -1.450 0.04
H -5.490 -0.084 -1.370 0.38
H -3.655 -3.439 0.287 0.80
H -2.759 -2.015 0.776 -0.29
H -3.548 -4.234 -1.975 0.40
H -2.371 -4.315 -4.157 0.40
H -0.664 -2.590 -4.675 0.48
H -0.066 -0.919 -3.015 -0.18
```

* net charge: +1
* expectation value of S²: 2.01
* LUMO energy (alpha / beta): -1.94 / -2.03 eV
* multiplicity: 3
* relative energy (zero: lowest compared OMol25 entry of this formula, charge and spin): 0.0 kcal per mole
* maximum force: 1.032 eV/Å

=====

No. 2
C38H49N4NiO4SSe as an isolated structure at a distorted geometry, computed with the ωB97M-V functional and the def2-TZVPD basis.

XYZ file:
```
98
Properties=species:S:1:pos:R:3:mulliken_charge:R:1
Ni 0.604 -1.607 0.204 1.53
C 4.312 4.438 -1.776 -1.73
C 4.306 3.350 -2.861 2.18
C 5.723 3.263 -3.434 -2.23
C 3.348 3.748 -3.993 -1.65
C 3.828 2.034 -2.254 -0.81
C 2.610 1.987 -1.590 -0.38
C 2.137 0.800 -1.066 -0.03
Se 0.723 0.811 0.282 -0.27
C -1.096 0.970 -0.429 0.39
C -1.710 2.212 -0.451 -0.62
C -3.086 2.313 -0.567 -0.53
C -3.817 1.120 -0.595 -0.26
C -3.245 -0.137 -0.566 -0.20
C -1.820 -0.245 -0.524 0.81
O -1.210 -1.387 -0.555 -1.59
C -4.094 -1.408 -0.487 2.56
C -3.709 -2.192 0.779 -1.43
C -3.844 -2.275 -1.730 -1.78
C -5.596 -1.111 -0.405 -2.29
C -3.814 3.654 -0.539 1.95
C -2.845 4.839 -0.576 -2.18
C -4.617 3.752 0.769 -1.61
C -4.779 3.765 -1.727 -1.69
C 2.860 -0.421 -1.154 1.00
O 2.344 -1.538 -0.758 -1.32
C 4.172 -0.335 -1.716 -0.87
C 4.585 0.862 -2.275 0.37
C 5.094 -1.553 -1.653 2.31
C 5.194 -2.008 -0.188 -1.50
C 6.514 -1.253 -2.144 -2.33
C 4.508 -2.682 -2.511 -1.56
H 4.713 5.373 -2.169 0.45
H 4.930 4.120 -0.938 0.38
H 3.310 4.633 -1.401 0.31
H 6.020 4.238 -3.824 0.45
H 5.777 2.544 -4.251 0.38
H 6.439 2.981 -2.662 0.40
H 3.659 4.685 -4.459 0.45
H 2.335 3.870 -3.614 0.30
H 3.332 2.969 -4.754 0.37
H 2.006 2.878 -1.473 0.47
H -1.082 3.086 -0.363 0.38
H -4.895 1.197 -0.623 0.38
H -2.671 -2.510 0.726 0.18
H -4.335 -3.079 0.891 0.51
H -3.832 -1.570 1.666 0.11
H -2.784 -2.505 -1.813 0.24
H -4.165 -1.746 -2.628 0.34
H -4.409 -3.206 -1.659 0.46
H -5.829 -0.495 0.464 0.38
H -6.150 -2.047 -0.314 0.44
H -5.947 -0.599 -1.301 0.41
H -2.207 4.836 0.307 0.39
H -3.406 5.775 -0.580 0.44
H -2.217 4.811 -1.466 0.41
H -3.945 3.681 1.623 0.34
H -5.350 2.950 0.838 0.33
H -5.145 4.707 0.823 0.45
H -4.238 3.720 -2.671 0.37
H -5.329 4.707 -1.681 0.46
H -5.504 2.953 -1.714 0.31
H 5.560 0.894 -2.736 0.55
H 5.520 -1.180 0.442 0.31
H 5.913 -2.823 -0.086 0.47
H 4.225 -2.347 0.166 0.18
H 6.963 -0.432 -1.585 0.43
H 6.535 -1.002 -3.205 0.40
H 7.139 -2.136 -2.002 0.44
H 3.493 -2.895 -2.186 0.20
H 5.112 -3.587 -2.414 0.44
H 4.491 -2.390 -3.563 0.31
N -4.478 -1.481 5.854 -0.57
C -3.219 -1.486 5.266 0.97
C -2.231 -2.365 5.715 -0.73
C -0.955 -2.315 5.185 -0.36
C -0.657 -1.390 4.201 -0.39
C -1.625 -0.511 3.745 -0.07
C -2.900 -0.554 4.276 -0.93
S 1.011 -1.238 3.572 1.26
O 1.908 -1.853 4.517 -0.78
O 1.218 0.161 3.291 -0.69
N 1.016 -1.990 2.131 -0.13
C 0.600 -3.237 1.976 0.64
N 0.338 -4.056 3.012 -0.44
C 0.027 -5.304 2.724 -0.16
C -0.081 -5.781 1.425 -0.77
C 0.113 -4.851 0.412 -0.11
N 0.447 -3.604 0.668 -0.31
H -4.755 -2.336 6.307 0.20
H -5.209 -1.062 5.302 0.22
H -2.479 -3.079 6.491 0.29
H -0.175 -2.977 5.528 0.47
H -1.366 0.219 2.989 0.47
H -3.655 0.143 3.933 0.35
H -0.157 -5.948 3.579 0.41
H -0.327 -6.809 1.211 0.39
H -0.017 -5.118 -0.631 0.47
```

* net charge: -1
* expectation value of S²: 2.01
* LUMO energy (alpha / beta): 2.39 / 2.39 eV
* multiplicity: 3
* maximum force: 1.757 eV/Å